{"formula": "C26H36N2Si", "method": "ωB97M-V/def2-TZVPD", "de_lowest_ev": 0.000, "orbital_gap_ev": 5.1, "fmax_ev_per_a": 1.6, "charge": 2, "lumo_ev": -8.016, "species": ["C", "Si", "C", "C", "C", "C", "C", "C", "C", "C", "C", "N", "C", "C", "C", "C", "C", "C", "N", "C", "C", "C", "C", "C", "C", "C", "C", "C", "C", "H", "H", "H", "H", "H", "H", "H", "H", "H", "H", "H", "H", "H", "H", "H", "H", "H", "H", "H", "H", "H", "H", "H", "H", "H", "H", "H", "H", "H", "H", "H", "H", "H", "H", "H", "H"], "coordinates": [[4.06440, -3.43182, 1.58702], [3.47276, -1.81426, 0.77305], [4.90164, -1.23171, -0.32496], [2.87341, -0.53982, 2.05651], [3.71308, 0.76277, 2.18351], [3.16341, 1.90016, 1.31000], [3.51824, 1.78577, -0.18455], [2.83744, 2.90939, -1.00093], [1.42652, 2.46245, -1.49800], [0.26724, 3.05238, -0.65704], [-0.99606, 3.21227, -1.55127], [-2.15499, 2.40001, -1.05387], [-1.90662, 1.10111, -0.80989], [-2.89581, 0.30508, -0.32263], [-4.16699, 0.84021, -0.07570], [-5.20090, -0.08221, 0.48994], [-5.22395, -1.39739, -0.00191], [-6.11561, -2.29638, 0.49921], [-6.96030, -1.89390, 1.46013], [-6.98146, -0.65894, 1.94640], [-6.10471, 0.28506, 1.48373], [-4.39854, 2.17324, -0.37308], [-3.35621, 2.92139, -0.86404], [2.01166, -2.31695, -0.36448], [1.14049, -3.28691, 0.13001], [0.06390, -3.66131, -0.65557], [-0.11921, -3.09437, -1.89817], [0.73033, -2.12875, -2.39154], [1.81441, -1.74899, -1.61031], [3.67084, -3.57272, 2.59959], [5.16077, -3.44486, 1.57661], [3.74604, -4.28254, 0.96900], [5.48604, -0.40034, 0.08070], [4.53183, -0.93189, -1.31299], [5.58032, -2.08022, -0.47462], [2.88473, -1.03551, 3.03853], [1.81772, -0.30256, 1.85042], [4.78933, 0.60206, 2.04500], [3.61953, 1.09727, 3.22805], [3.60698, 2.83886, 1.67348], [2.06956, 1.98086, 1.40342], [4.60726, 1.82685, -0.30679], [3.19298, 0.82897, -0.61611], [3.47209, 3.15379, -1.86086], [2.77238, 3.82016, -0.39090], [1.34391, 2.84509, -2.52327], [1.42020, 1.36409, -1.47322], [0.53900, 4.05314, -0.30550], [0.10270, 2.42099, 0.22401], [-1.27490, 4.26642, -1.59968], [-0.78028, 2.82612, -2.55183], [-0.91376, 0.69295, -0.98215], [-2.70715, -0.74028, -0.09990], [-4.52620, -1.68105, -0.78197], [-6.13342, -3.32582, 0.15503], [-7.60571, -2.58370, 1.84122], [-7.68042, -0.40276, 2.73765], [-6.09317, 1.28926, 1.89525], [-5.38009, 2.61264, -0.22250], [-3.48456, 3.97230, -1.10881], [1.31584, -3.70861, 1.11670], [-0.61691, -4.41386, -0.25957], [-0.98186, -3.43053, -2.47472], [0.54436, -1.69675, -3.37244], [2.48644, -0.98536, -1.99842]], "forces_ev_per_a": [[-0.257, 0.285, -0.304], [0.323, -0.563, -0.239], [-0.200, -0.025, -0.067], [0.494, -0.101, -0.035], [-1.042, 0.116, 0.612], [0.856, -0.129, -0.430], [-0.170, 0.466, 0.118], [0.117, -0.651, 0.045], [0.787, 0.996, 0.425], [0.179, -0.095, -0.672], [0.364, -0.192, 0.398], [1.024, -0.066, -0.220], [0.210, -0.249, 0.051], [-0.739, -0.398, 0.326], [0.067, -0.393, 0.178], [0.175, -0.112, -0.392], [0.405, 0.661, -0.178], [0.203, -0.269, -0.159], [-0.380, -0.884, 0.046], [-0.296, 0.759, 0.712], [0.598, 0.399, -0.493], [-0.507, -0.438, 0.352], [-0.438, 0.911, -0.102], [1.126, 0.370, 1.121], [-0.063, 0.448, -0.435], [-0.032, -0.550, 0.971], [-1.184, -0.355, -0.424], [0.073, 0.181, -0.143], [-0.297, 0.345, -0.470], [0.244, -0.045, -0.122], [-0.208, 0.007, 0.325], [0.041, 0.151, 0.153], [-0.096, -0.164, -0.016], [0.200, 0.002, 0.151], [-0.113, 0.158, -0.002], [-0.059, -0.055, -0.271], [0.227, 0.079, 0.069], [-0.243, 0.016, -0.270], [0.070, -0.039, -0.221], [-0.272, -0.072, -0.117], [0.195, -0.085, 0.247], [-0.194, 0.027, 0.068], [0.140, 0.083, 0.243], [-0.249, -0.048, 0.081], [-0.027, -0.116, -0.153], [-0.218, -0.377, 0.098], [-0.314, 0.211, -0.344], [0.000, -0.245, 0.034], [-0.215, 0.250, -0.090], [-0.326, -0.295, -0.100], [-0.156, 0.218, 0.091], [-0.046, 0.359, -0.118], [0.274, 0.206, -0.076], [-0.237, -0.172, 0.075], [-0.294, 0.123, 0.223], [0.013, 0.147, -0.017], [-0.043, -0.381, -0.166], [-0.143, -0.194, 0.043], [0.223, 0.097, -0.096], [0.127, -0.172, 0.028], [-0.129, -0.097, -0.180], [0.006, 0.081, -0.315], [0.251, 0.119, -0.085], [0.157, -0.064, 0.121], [0.019, -0.178, 0.115]], "lowdin_charge": [-0.173, 0.629, -0.164, -0.242, -0.250, -0.207, -0.208, -0.177, -0.184, -0.159, -0.065, -0.018, 0.030, 0.052, -0.113, -0.096, 0.041, 0.020, 0.128, 0.009, 0.055, 0.059, 0.026, -0.251, -0.098, -0.102, -0.123, -0.099, -0.115, 0.031, 0.033, 0.035, 0.027, 0.020, 0.040, 0.073, 0.065, 0.105, 0.107, 0.120, 0.098, 0.119, 0.070, 0.114, 0.110, 0.112, 0.095, 0.120, 0.107, 0.136, 0.138, 0.156, 0.138, 0.140, 0.164, 0.201, 0.165, 0.146, 0.145, 0.163, 0.105, 0.104, 0.102, 0.106, 0.086]}

=====

{"formula": "C45H59N10O4S3", "method": "ωB97M-V/def2-TZVPD", "orbital_gap_ev": 3.5, "fmax_ev_per_a": 7.1, "charge": 1, "lumo_ev": -5.777, "species": ["C", "C", "O", "C", "C", "O", "C", "C", "C", "C", "S", "C", "O", "O", "C", "C", "C", "C", "S", "C", "S", "N", "C", "C", "N", "C", "N", "H", "H", "H", "H", "H", "H", "H", "H", "H", "H", "H", "H", "H", "H", "H", "H", "H", "H", "H", "H", "H", "H", "H", "H", "N", "C", "C", "C", "C", "H", "H", "H", "H", "H", "N", "C", "C", "C", "C", "H", "H", "H", "H", "H", "N", "C", "C", "C", "C", "H", "H", "H", "H", "H", "N", "C", "C", "C", "C", "H", "H", "H", "H", "H", "N", "C", "C", "C", "C", "H", "H", "H", "H", "H", "N", "C", "C", "C", "C", "H", "H", "H", "H", "H", "N", "C", "C", "C", "C", "H", "H", "H", "H", "H"], "coordinates": [[0.15117, 9.44484, 3.56968], [1.18817, 9.27901, 2.28340], [2.41287, 8.52074, 2.62975], [2.10225, 7.09574, 2.89019], [3.26453, 6.05970, 2.36309], [2.94938, 5.44662, 1.03012], [2.14822, 4.20139, 1.25975], [0.48904, 4.40803, 1.23417], [-0.40225, 3.06037, 1.53065], [0.32802, 1.59348, 1.83408], [-0.78745, 0.13752, 2.21397], [-2.13161, 0.80545, 3.39403], [-0.11022, -1.02969, 2.97198], [-1.55456, -0.30525, 0.92125], [1.96748, 1.55491, 1.78744], [2.80855, 0.17843, 2.08000], [2.48344, -1.06606, 1.06337], [3.30365, -1.02340, -0.36351], [2.10158, -0.35148, -1.65043], [2.68659, -0.72094, -3.39155], [4.38330, -0.55929, -3.69003], [1.75162, -1.11335, -4.51467], [2.15659, -0.96914, -5.96510], [0.90804, -1.44123, -6.92874], [-0.18259, -1.85675, -5.94769], [0.33802, -1.65753, -4.52560], [2.77895, 2.83529, 1.50614], [0.39307, 10.40685, 4.22811], [0.06622, 8.46408, 4.21932], [-0.92536, 9.64436, 3.11394], [1.52342, 10.38599, 2.00747], [0.55682, 8.77758, 1.41231], [1.02982, 6.88785, 2.46637], [2.02192, 6.98924, 4.06625], [4.34033, 6.56561, 2.36405], [3.35065, 5.16267, 3.14350], [0.00592, 5.46695, 1.04605], [-1.58985, 3.14519, 1.56299], [-1.60208, 1.71018, 3.96092], [-3.07220, 1.21345, 2.82819], [-2.40399, 0.01951, 4.24654], [3.95891, 0.45456, 1.96873], [2.63452, -0.17136, 3.18351], [1.34454, -1.19547, 0.78934], [2.84572, -2.05506, 1.62538], [4.33132, -0.46538, -0.32223], [3.52498, -2.14992, -0.68261], [3.18756, -0.55655, -6.33708], [0.88220, -1.45328, -8.12141], [-0.31638, -1.88089, -3.58093], [3.83247, 2.78725, 1.49800], [-2.09517, -4.12778, -0.23278], [-2.72182, -3.31701, 0.67745], [-3.82750, -3.98597, 1.15301], [-3.86570, -5.24694, 0.51134], [-2.78272, -5.30895, -0.33673], [-1.25618, -3.89184, -0.74664], [-2.32926, -2.33548, 0.90705], [-4.52994, -3.60721, 1.88407], [-4.60339, -6.02616, 0.65316], [-2.44413, -6.08988, -1.00448], [-2.25805, 9.11205, 6.40364], [-1.23413, 8.85003, 7.27627], [-1.62991, 7.81985, 8.09985], [-2.93625, 7.44338, 7.70617], [-3.29827, 8.25560, 6.65490], [-2.24740, 9.82511, 5.68596], [-0.31465, 9.41859, 7.23763], [-1.04087, 7.38553, 8.89718], [-3.54689, 6.66329, 8.14214], [-4.20514, 8.29819, 6.06657], [-2.55238, -8.90133, -0.30631], [-2.29084, -8.89974, -1.65172], [-1.56374, -10.03170, -1.94530], [-1.38557, -10.74403, -0.73531], [-2.00866, -10.02490, 0.25995], [-3.06689, -8.18590, 0.19077], [-2.64218, -8.09463, -2.28305], [-1.20187, -10.31451, -2.92530], [-0.85995, -11.68105, -0.60421], [-2.11027, -10.21537, 1.32003], [2.60590, -7.55327, -2.68027], [3.16093, -7.36937, -1.44065], [2.16006, -7.49505, -0.50328], [0.96026, -7.77029, -1.20183], [1.26517, -7.80352, -2.54416], [3.10730, -7.51177, -3.55806], [4.21741, -7.16380, -1.33207], [2.28123, -7.40007, 0.56799], [-0.02045, -7.92799, -0.77192], [0.64426, -7.98204, -3.41190], [-3.04651, 2.95259, -1.40382], [-3.51959, 4.14770, -0.92795], [-3.87581, 4.92470, -2.00758], [-3.61386, 4.16930, -3.17547], [-3.10513, 2.95467, -2.77322], [-2.70803, 2.18835, -0.83373], [-3.56064, 4.34302, 0.13524], [-4.28172, 5.92681, -1.95916], [-3.77919, 4.47785, -4.19966], [-2.77946, 2.09447, -3.34275], [2.02490, 1.08361, -8.89437], [3.20035, 1.78422, -8.97184], [3.44645, 2.05725, -10.29890], [2.37879, 1.50703, -11.04763], [1.51401, 0.91439, -10.15495], [1.60038, 0.74524, -8.04060], [3.76034, 2.02649, -8.07857], [4.30186, 2.59568, -10.68580], [2.25385, 1.54016, -12.12223], [0.58200, 0.38701, -10.30856], [-0.65383, -3.87226, 3.51596], [0.42357, -4.69721, 3.32309], [0.13641, -5.91424, 3.89981], [-1.16227, -5.82186, 4.45489], [-1.62790, -4.55122, 4.20073], [-0.72016, -2.91294, 3.20142], [1.30062, -4.34806, 2.79479], [0.79105, -6.77590, 3.91765], [-1.70021, -6.59880, 4.98259], [-2.56596, -4.07294, 4.44902]], "forces_ev_per_a": [[-0.614, 0.327, -0.447], [-0.951, 1.057, 0.922], [-1.822, -1.311, -0.733], [-0.177, 0.498, 0.940], [0.270, 0.173, 2.256], [-1.834, -4.179, 1.727], [-2.578, 0.478, -0.063], [1.896, -4.784, 1.033], [3.553, 0.323, -0.043], [3.317, 4.927, -1.076], [-2.749, -4.957, -1.080], [0.410, 1.618, 1.510], [-1.186, 4.541, -2.366], [3.212, 2.397, 4.159], [-2.305, 1.200, 0.021], [0.505, 0.676, -0.430], [0.278, -0.654, -0.411], [0.867, -1.619, 0.006], [-0.264, -0.525, -1.171], [2.167, -0.337, -1.098], [-3.578, -0.460, 0.531], [-1.224, -0.144, -1.941], [-3.527, -1.184, -1.965], [2.423, 0.899, 6.608], [4.876, 1.846, 3.195], [0.265, 0.346, -4.863], [-4.154, 1.027, -0.023], [-0.251, -2.358, -1.314], [0.288, 2.102, -1.211], [2.177, -0.440, 0.904], [-0.544, -2.698, 0.290], [1.659, 0.929, 1.578], [2.130, -0.026, 0.589], [0.270, -0.058, -2.336], [-2.520, -0.952, -0.553], [-0.280, 2.012, -1.549], [1.264, -2.522, 0.323], [2.890, -0.198, -0.122], [-1.188, -1.884, -1.172], [1.990, -1.086, 0.822], [0.796, 1.350, -2.350], [-2.411, -0.561, 0.274], [0.041, 0.885, -2.093], [2.258, 0.336, 0.894], [-0.902, 2.280, -1.185], [-2.097, -0.870, -0.123], [-0.417, 2.500, 0.724], [-2.251, -0.960, 1.290], [-0.111, -0.138, 3.178], [1.695, 0.544, -2.114], [-1.550, -0.037, -0.016], [-0.012, -0.044, 0.039], [-0.110, 0.064, 0.071], [0.220, 0.348, 0.044], [0.196, -0.277, -0.252], [-0.047, -0.046, -0.031], [-0.313, -0.172, 0.229], [-0.145, -0.259, -0.090], [0.111, -0.063, -0.115], [0.085, 0.132, -0.037], [-0.033, 0.149, 0.108], [0.024, -0.050, -0.070], [0.096, -0.017, 0.059], [0.353, 0.192, -0.093], [-0.300, 0.010, -0.281], [-0.084, -0.065, 0.007], [-0.018, -0.253, 0.312], [-0.157, -0.085, 0.065], [-0.098, 0.106, -0.125], [0.083, 0.160, -0.071], [0.128, -0.005, 0.152], [-0.016, -0.014, 0.024], [0.001, -0.051, -0.121], [-0.218, 0.277, -0.181], [-0.064, -0.023, 0.341], [0.087, -0.030, 0.025], [0.204, -0.238, -0.137], [0.046, -0.166, 0.047], [-0.067, 0.054, 0.165], [-0.095, 0.175, -0.008], [0.039, 0.014, -0.196], [0.050, 0.008, -0.027], [0.085, 0.091, 0.066], [0.386, 0.140, -0.040], [-0.231, 0.026, -0.267], [-0.122, 0.051, 0.046], [-0.197, -0.058, 0.356], [-0.170, -0.066, 0.008], [-0.014, -0.048, -0.167], [0.196, -0.051, -0.083], [0.076, -0.002, 0.188], [0.104, -0.120, 0.044], [0.059, 0.183, 0.017], [0.031, 0.075, 0.404], [0.150, -0.349, -0.107], [0.040, 0.038, -0.118], [-0.211, 0.144, -0.306], [-0.105, 0.021, -0.137], [0.047, -0.186, 0.001], [0.019, -0.080, 0.193], [-0.083, 0.164, 0.072], [0.005, 0.039, -0.004], [0.088, 0.004, -0.041], [0.160, 0.073, 0.351], [-0.335, -0.197, -0.014], [0.021, -0.033, -0.088], [0.111, 0.191, -0.242], [-0.065, -0.015, -0.166], [-0.149, -0.092, 0.080], [0.008, -0.012, 0.198], [0.142, 0.109, -0.022], [-0.102, -0.089, 0.067], [-0.031, -0.016, 0.057], [0.313, 0.115, -0.203], [-0.325, 0.186, 0.085], [0.110, -0.020, 0.009], [0.033, -0.422, 0.078], [-0.120, -0.102, 0.074], [-0.111, 0.143, -0.018], [0.089, 0.140, -0.095], [0.140, -0.135, -0.057]], "lowdin_charge": [-0.121, -0.231, -0.211, -0.166, -0.107, -0.110, -0.044, 0.099, 0.064, -0.141, 0.760, -0.141, -0.387, -0.397, -0.009, -0.131, -0.243, -0.464, 0.761, -0.922, 0.604, -0.167, -0.056, -0.072, -0.018, -0.068, 0.146, 0.094, 0.072, 0.085, 0.144, 0.127, 0.107, 0.146, 0.167, 0.137, 0.129, 0.121, 0.090, 0.097, 0.118, 0.132, 0.142, 0.090, 0.146, 0.091, 0.115, 0.092, 0.115, 0.122, 0.173, 0.019, -0.148, -0.113, -0.109, -0.134, 0.146, 0.065, 0.092, 0.092, 0.087, -0.004, -0.153, -0.116, -0.117, -0.143, 0.139, 0.105, 0.092, 0.092, 0.105, 0.006, -0.171, -0.124, -0.107, -0.135, 0.129, 0.103, 0.095, 0.094, 0.107, -0.004, -0.152, -0.113, -0.110, -0.137, 0.147, 0.101, 0.087, 0.072, 0.106, -0.009, -0.168, -0.109, -0.101, -0.129, 0.129, 0.091, 0.095, 0.099, 0.111, -0.008, -0.147, -0.113, -0.111, -0.146, 0.091, 0.102, 0.093, 0.094, 0.105, 0.005, -0.145, -0.113, -0.110, -0.141, 0.080, 0.093, 0.091, 0.093, 0.104]}

=====

{"formula": "C5H10O", "method": "ωB97M-V/def2-TZVPD", "de_lowest_ev": 1.361, "orbital_gap_ev": 10.7, "fmax_ev_per_a": 0.8, "lumo_ev": 1.087, "species": ["C", "C", "C", "O", "C", "C", "H", "H", "H", "H", "H", "H", "H", "H", "H", "H"], "coordinates": [[-1.69103, 0.73700, -0.09946], [-0.65542, -0.16220, 0.55837], [-0.19458, -1.51229, 0.01487], [1.06320, -1.32083, 0.70031], [0.85556, 0.11892, 0.61620], [1.58870, 0.64105, -0.60570], [-1.81988, 1.68645, 0.43678], [-2.68094, 0.26454, -0.14178], [-1.41226, 0.98494, -1.13046], [-0.84132, -0.42172, 1.60891], [-0.02449, -1.54544, -1.07159], [-0.75463, -2.40077, 0.32352], [1.18358, 0.65786, 1.51472], [2.65637, 0.45049, -0.45017], [1.43877, 1.71502, -0.76029], [1.28837, 0.10697, -1.51421]], "forces_ev_per_a": [[0.056, -0.006, -0.046], [0.011, -0.013, 0.053], [-0.208, -0.234, -0.143], [0.201, -0.104, -0.148], [0.199, 0.193, 0.078], [-0.030, 0.049, -0.055], [0.135, -0.228, -0.021], [0.243, -0.023, 0.067], [0.040, -0.080, 0.138], [-0.668, 0.482, -0.171], [-0.184, 0.011, 0.161], [0.247, 0.052, 0.048], [0.087, -0.251, -0.094], [-0.147, 0.120, -0.076], [-0.004, -0.131, 0.063], [0.022, 0.162, 0.146]], "lowdin_charge": [-0.051, -0.292, -0.162, -0.099, -0.342, -0.043, 0.077, 0.076, 0.075, 0.142, 0.114, 0.119, 0.142, 0.085, 0.082, 0.077]}